Record 1
# C20H48NO10PS

A 4-piece molecular cluster, C20H48NO10PS overall (ωB97M-V with the def2-TZVPD basis set, the Open Molecules 2025 dataset).

Structure (SMILES): CCCCN[C@H]1OS(=O)(=O)O[C@@H]1P(C)C.COCCOC.COCCOC.COCCOC

CARTESIAN COORDINATES (ANGSTROEM)
S  -0.96063  -0.35498  1.55022
P  0.66201  -4.04807  0.60332
O  -5.16731  -1.28016  -2.25745
O  -0.02728  0.71674  1.48494
O  -2.32231  -0.15035  1.19232
O  1.10620  0.26325  -2.89329
O  -1.12221  2.19829  -3.28500
O  -0.44158  -1.60435  0.70827
O  -0.83163  -1.02898  2.97041
O  4.92073  3.06686  -1.72388
O  -6.30471  1.41907  -2.77134
O  6.42903  5.51747  -2.36896
N  -0.00295  -3.02001  3.98973
C  -1.23981  0.90967  -2.70354
C  6.15242  4.47181  -3.28332
C  -6.52002  -1.00031  -2.57362
C  0.02028  0.46384  -2.00086
C  2.45139  -3.77865  0.19158
C  -0.55078  -2.50871  2.81867
C  -5.02559  1.89121  -3.14712
C  -1.59408  -1.49506  7.62979
C  7.37856  5.17332  -1.37941
C  4.27552  3.73972  -0.65880
C  0.81131  -5.29374  1.95317
C  -0.30158  -1.88239  6.91702
C  -0.94394  -3.46414  5.02789
C  -6.68439  0.23242  -3.44089
C  -4.79351  -0.89868  -0.94294
C  2.02699  1.33576  -2.89712
C  -0.31433  -3.32942  6.40755
C  0.32821  -2.48651  1.57537
C  -0.88697  2.16949  -4.67786
C  4.85694  3.76005  -2.95787
H  -5.03863  2.29483  -4.16628
H  3.18819  3.74029  -0.79425
H  -1.52010  0.17299  -3.46528
H  -7.10855  -0.88091  -1.65702
H  -5.30478  -1.52097  -0.19966
H  6.07261  4.91284  -4.28125
H  4.65062  3.02478  -3.74214
H  4.03336  4.48239  -2.94702
H  1.28597  -4.93394  2.86336
H  -0.16175  -1.20620  6.06569
H  -1.86575  -2.87077  4.98543
H  1.52676  2.29392  -3.06846
H  2.57813  -3.77483  -0.88998
H  4.51388  3.19747  0.25462
H  1.25386  -1.95369  1.82359
H  6.97484  3.74799  -3.29680
H  -4.75430  2.68842  -2.45752
H  -4.27916  1.09820  -3.09268
H  4.62047  4.77280  -0.56638
H  1.40083  -6.11319  1.53726
H  2.57811  1.39022  -1.95195
H  3.05937  -4.58238  0.60814
H  0.71360  -2.41104  4.36622
H  -0.18949  -0.49089  -1.51180
H  -5.02914  0.15009  -0.74564
H  2.73792  1.15458  -3.70241
H  2.83316  -2.83460  0.58076
H  -1.52539  -2.95060  2.59853
H  -0.86820  -3.96329  7.10393
H  0.70411  -3.72771  6.36186
H  0.55195  -1.72380  7.57889
H  -0.03904  1.52750  -4.93209
H  -3.72076  -1.04550  -0.84641
H  -0.17645  -5.68876  2.19364
H  -6.91922  -1.86168  -3.11893
H  -1.50693  -0.52512  8.12004
H  -0.67104  3.19024  -4.98993
H  7.11285  4.24350  -0.86979
H  -1.21404  -4.50468  4.83108
H  -2.43155  -1.43421  6.93128
H  0.28882  1.18956  -1.22625
H  -1.85782  -2.23422  8.38973
H  8.37845  5.06461  -1.81431
H  -7.73956  0.32763  -3.71560
H  -2.04150  0.95100  -1.96108
H  -1.77101  1.81446  -5.22056
H  7.39747  5.98679  -0.65622
H  -6.10515  0.11144  -4.36334

=====

Record 2
# C20H48O8

A 5-piece molecular cluster, C20H48O8 overall at a distorted geometry (ωB97M-V with the def2-TZVPD basis set, the Open Molecules 2025 dataset).

Structure (SMILES): CCOOC(=O)OC.CCOCC.CCOCC.CCOCC.CCOCC

CARTESIAN COORDINATES (ANGSTROEM)
O  -5.62993  -0.59944  -3.79031
O  0.75469  -0.18148  -1.10840
O  -0.51422  -1.62734  0.27373
O  7.56679  0.92089  9.01848
O  -2.81377  -2.29906  -6.88499
O  0.01150  0.66961  0.97846
O  1.96850  0.01113  4.90686
O  -0.63750  -2.22887  -0.93645
C  8.60356  2.96694  8.12641
C  -1.82233  -0.36043  -5.73830
C  -5.50486  0.69348  -4.36697
C  -6.82157  -1.31403  -4.09739
C  8.78699  1.55464  8.65240
C  -2.92004  -1.39849  -1.80621
C  -6.60577  1.65370  -3.95371
C  -3.15451  -1.61734  -8.08631
C  1.63593  0.72778  3.72229
C  -1.68077  -1.80532  -6.18136
C  -2.05463  -1.64391  -9.13242
C  2.75077  0.74667  2.69221
C  6.60577  0.76240  7.98335
C  3.08482  0.49446  5.64110
C  -2.00936  -2.59758  -1.21877
C  -1.44597  0.94581  1.01526
C  7.10100  -0.07430  6.81716
C  2.91908  1.92282  6.12853
C  0.14288  -0.36033  -0.01915
C  -7.00713  -1.57413  -5.58149
H  -7.58996  1.31044  -4.28011
H  -2.71110  -0.23717  -5.11220
H  -1.92534  0.31844  -6.58803
H  1.31136  1.74385  3.97397
H  -1.77700  1.03786  -0.09134
H  -3.09440  -1.51913  -2.94391
H  -3.95820  -1.38617  -1.29916
H  -1.78252  -2.67479  -9.37579
H  -0.77357  -1.95025  -6.77569
H  9.33513  0.93323  7.93564
H  -2.38634  -1.14330  -10.04598
H  -2.41016  -0.38320  -1.67462
H  2.81881  2.62723  5.29976
H  -1.14969  -1.14110  -8.78582
H  7.95684  0.38680  6.31910
H  4.00169  0.37897  5.05462
H  2.42658  1.27228  1.79064
H  8.00564  2.98779  7.21311
H  3.78573  2.22654  6.72195
H  -7.69082  -0.79908  -3.67354
H  -6.63923  1.75279  -2.86483
H  8.09079  3.58765  8.86658
H  -7.91344  -2.16054  -5.75448
H  -1.66563  1.95312  1.50470
H  7.41771  -1.06287  7.16181
H  9.57363  3.41805  7.90137
H  -3.46385  -0.59009  -7.86295
H  -4.54434  1.09301  -4.02558
H  2.02092  2.01539  6.74598
H  3.03816  -0.27308  2.42022
H  -1.98243  0.05915  1.52537
H  -2.56649  -3.08874  -0.35053
H  3.19246  -0.16224  6.51045
H  -6.15102  -2.12334  -5.98389
H  6.30927  -0.19889  6.07359
H  6.24827  1.74056  7.64665
H  -7.09592  -0.64639  -6.15036
H  -0.94420  -0.04876  -5.16654
H  -6.74955  -2.27300  -3.57704
H  -4.03691  -2.12267  -8.48849
H  -6.43458  2.64093  -4.39085
H  0.76622  0.22637  3.29146
H  3.64509  1.24809  3.06802
H  5.74405  0.25990  8.43422
H  -5.43460  0.61586  -5.45636
H  9.39940  1.59142  9.55736
H  -1.56926  -2.43591  -5.29349
H  -1.95711  -3.39324  -2.05902

=====

Record 3
# C20H49BIN2O11P

A 10-piece molecular cluster, C20H49BIN2O11P overall at a distorted geometry (ωB97M-V with the def2-TZVPD basis set, the Open Molecules 2025 dataset).

Charge: +2

CARTESIAN COORDINATES (ANGSTROEM)
I  -12.33586  -4.29950  -0.47152
P  -10.96996  -3.70364  1.52802
O  -11.05431  -5.08149  2.58508
O  1.07247  -0.26904  2.22220
O  0.61462  -1.18179  -0.45870
O  5.91055  2.33702  4.95128
O  0.26668  2.50671  2.19480
O  2.25963  4.77463  -2.51551
O  2.82820  4.43772  -6.54228
O  6.73332  0.07893  -1.96234
O  -6.44591  -0.01120  -2.51546
O  5.28254  -0.58900  2.09685
O  5.96599  2.12631  -0.18389
N  -1.62274  -2.49955  -0.37183
N  -9.24278  -3.48776  1.03652
C  1.83002  3.92439  -7.41161
C  -4.65210  -2.77875  0.09332
C  -7.18544  -3.62769  -0.62962
C  -0.23867  3.02423  3.41552
C  6.40302  -0.32601  2.93498
C  -4.07755  -2.36975  -1.29690
C  3.25993  4.01573  -3.18160
C  2.19687  -0.00677  3.05905
C  0.63562  -3.88321  -0.76571
C  5.73577  -0.43379  -2.82852
C  -8.37042  -2.91874  2.06092
C  4.72202  2.57067  0.33247
C  -6.19047  -2.99215  0.42150
C  -2.10849  -2.84737  0.96502
C  -6.85191  -2.63054  1.81325
C  -5.32990  0.85343  -2.68657
C  -2.51956  -2.24024  -1.48399
C  -8.70014  -3.83682  -0.25796
C  6.77786  3.15319  5.72694
C  -3.62830  -3.00034  1.25452
B  -0.08792  -2.42792  -0.52239
H  -10.52285  -5.76442  2.09507
H  -6.20806  -2.18406  2.64003
H  -4.77379  -2.17387  -2.18459
H  -5.64174  1.88984  -2.54177
H  5.85146  -1.51629  -2.89767
H  0.50054  1.57954  2.35102
H  5.60873  -1.08156  1.33174
H  5.37738  2.92823  4.40431
H  1.39714  -0.76199  1.45559
H  6.19283  1.31041  0.28311
H  1.77028  -3.80303  -0.86468
H  -1.35779  -3.04300  1.82031
H  -6.75895  -3.93121  -1.65262
H  5.84907  0.00566  -3.82268
H  -4.55052  0.59313  -1.96444
H  0.15954  -4.44193  -1.66317
H  4.74428  -0.20066  -2.42817
H  -3.91521  -3.27694  2.33194
H  3.95866  1.80813  0.15499
H  -8.79895  -2.67107  3.09630
H  0.33107  -0.56241  -1.16903
H  1.94599  2.84226  -7.48067
H  3.12829  4.10402  -4.26237
H  6.06603  0.23086  3.81026
H  -9.37580  -4.30367  -1.06896
H  7.13865  0.26954  2.38860
H  1.86242  0.55010  3.93547
H  4.81798  2.76259  1.40401
H  6.85025  -1.26974  3.25657
H  1.40445  4.41202  -2.77794
H  2.64384  -0.95014  3.37891
H  2.70316  5.39496  -6.49929
H  -4.94063  0.73197  -3.69786
H  1.94486  4.36407  -8.40515
H  0.83878  4.15711  -7.01330
H  7.39467  2.51195  6.35694
H  2.93104  0.58713  2.51149
H  3.18579  2.96684  -2.87938
H  -1.12510  2.45916  3.71724
H  -6.76991  0.11684  -1.61429
H  6.60799  1.03809  -1.91851
H  0.38694  -4.54286  0.15803
H  6.18784  3.82107  6.35913
H  7.42223  3.73808  5.06617
H  0.52886  2.95630  4.19097
H  -2.04076  -1.97634  -2.48750
H  4.24085  4.40297  -2.90403
H  4.43640  3.49248  -0.17524
H  -0.51091  4.06994  3.26923

=====

no.,DFT total energy (eV)
1,-63603.190
2,-37891.780
3,-65078.788